Entry 1:
{
  "formula": "C4H10CrO2",
  "method": "the ωB97M-V functional and the def2-TZVPD basis",
  "elements": ["O", "C", "C", "O", "C", "Cr", "H", "H", "H", "H", "H", "H", "H", "C", "H", "H", "H"],
  "coordinates": [[1.0146, 1.8931, 2.1352], [1.7003, 0.7641, 1.6790], [0.2730, 0.5380, 1.9128], [-0.5733, 0.7346, 0.8677], [-1.9571, 0.7328, 1.1581], [0.5801, 3.6191, 0.8156], [2.4349, 0.3480, 2.3745], [1.8703, 0.4134, 0.5151], [-0.0914, 0.1259, 2.8597], [0.2711, -1.4576, 0.6416], [-2.4646, 0.7266, 0.1868], [-2.2229, -0.1957, 1.6850], [-2.1828, 1.6820, 1.6698], [0.4208, -2.0380, -0.4327], [-0.5432, -2.5598, -0.4906], [0.4833, -1.4033, -1.3255], [1.2189, -2.7896, -0.4599]],
  "charge": 1,
  "spin_multiplicity": 4,
  "e_tot_ha": -1352.8634
}

Entry 2:
{
  "formula": "C7H19CuIO2",
  "method": "the ωB97M-V functional and the def2-TZVPD basis",
  "elements": ["C", "C", "H", "H", "H", "H", "H", "H", "Cu", "C", "H", "H", "H", "I", "C", "O", "C", "C", "O", "C", "H", "H", "H", "H", "H", "H", "H", "H", "H", "H"],
  "coordinates": [[-1.4603, 0.8323, -2.4174], [-1.4892, -0.8412, -2.3147], [-2.5384, 0.8753, -2.2269], [-1.2025, 0.8610, -3.5007], [-0.9283, 1.7051, -1.9752], [-1.5604, -1.7736, -1.7234], [-2.5279, -0.7270, -2.6163], [-0.7817, -1.0339, -3.1366], [-0.4445, -0.1369, -0.6332], [1.2738, -0.0256, -1.4390], [1.8226, -0.9759, -1.6167], [1.9171, 0.6040, -0.7898], [1.0982, 0.4690, -2.4105], [-2.7314, -0.1932, 0.9355], [1.3551, -2.3714, 0.7661], [0.4002, -1.3641, 1.0900], [0.5655, -0.6819, 2.3696], [1.0677, 0.7322, 2.1255], [0.4094, 1.3894, 1.0379], [-0.5488, 2.4262, 1.4215], [0.9598, -2.7679, -0.1970], [1.3526, -3.1555, 1.5370], [2.3796, -1.9566, 0.6480], [1.2557, -1.2517, 2.9861], [-0.4475, -0.6390, 2.7695], [0.9586, 1.3367, 3.0519], [2.1372, 0.6917, 1.8153], [-0.0091, 3.2100, 1.9475], [-1.3415, 2.0086, 2.0531], [-0.9417, 2.7539, 0.4426]],
  "charge": 0,
  "spin_multiplicity": 2,
  "e_tot_ha": -2366.5884
}

Entry 3:
{
  "formula": "C3H4O2S2",
  "method": "the ωB97M-V functional and the def2-TZVPD basis",
  "elements": ["O", "C", "S", "C", "C", "O", "S", "H", "H", "H", "H"],
  "coordinates": [[-0.0122, -1.7863, -1.2712], [0.5487, -0.7712, -0.9792], [0.8177, 0.6502, -2.0646], [0.9160, -0.5232, 0.4926], [0.0162, 0.4422, 1.2297], [0.3107, 1.5320, 1.6348], [-1.6665, -0.1026, 1.5176], [1.0394, 1.4418, -0.9986], [0.8136, -1.4998, 0.8376], [1.9222, -0.2178, 0.5384], [-1.4682, -1.3367, 1.0086]],
  "charge": 0,
  "spin_multiplicity": 1,
  "e_tot_ha": -1063.5594
}

Entry 4:
{
  "formula": "C22H29BrCuF5N4O2STe",
  "method": "the ωB97M-V functional and the def2-TZVPD basis",
  "elements": ["Cu", "C", "C", "N", "N", "C", "N", "S", "C", "C", "C", "C", "C", "N", "H", "H", "H", "H", "H", "H", "H", "H", "H", "C", "C", "C", "C", "C", "C", "C", "Br", "C", "O", "C", "C", "C", "C", "C", "C", "H", "H", "H", "H", "H", "H", "H", "H", "H", "H", "H", "H", "H", "H", "H", "H", "H", "H", "H", "H", "F", "Te", "F", "F", "F", "F", "O"],
  "coordinates": [[-0.2068, 0.0532, 0.1069], [4.0751, 0.6873, -1.4282], [2.6053, 0.5078, -1.1950], [2.0715, 0.2670, -0.0622], [2.8793, 0.0808, 1.0150], [2.2041, 0.1062, 2.1460], [2.9766, -0.1304, 3.2552], [0.5396, 0.4569, 2.4435], [1.6516, 0.7030, -2.3184], [2.0437, 1.4051, -3.4574], [1.1091, 1.6888, -4.4367], [-0.1894, 1.2379, -4.2748], [-0.4827, 0.5015, -3.1380], [0.4021, 0.2373, -2.1838], [4.6142, 0.3257, -0.5572], [4.3228, 1.7439, -1.5661], [4.4065, 0.1439, -2.3156], [3.8561, -0.5878, 3.0795], [2.4799, -0.3669, 4.0952], [3.0640, 1.7479, -3.5542], [1.3926, 2.2588, -5.3132], [-0.9600, 1.4410, -5.0057], [-1.4744, 0.0937, -2.9811], [-4.9799, 6.5069, 0.0933], [-5.2511, 5.0064, -0.0123], [-6.0786, 4.7602, -1.2811], [-6.0707, 4.5783, 1.2127], [-3.9585, 4.1923, -0.0692], [-4.0109, 2.8115, -0.2320], [-2.8453, 2.0761, -0.2660], [-3.0336, 0.2060, -0.5868], [-1.5525, 2.6284, -0.1216], [-0.4667, 1.9163, -0.1375], [-1.5009, 4.0390, 0.0195], [-2.6942, 4.7574, 0.0395], [-0.1928, 4.8481, 0.1289], [-0.2173, 5.6729, 1.4266], [-0.1050, 5.8005, -1.0750], [1.1048, 4.0284, 0.1520], [-5.9292, 7.0475, 0.1207], [-4.4094, 6.8728, -0.7633], [-4.4290, 6.7531, 1.0033], [-6.9899, 5.3657, -1.2661], [-6.3737, 3.7136, -1.3709], [-5.5032, 5.0226, -2.1715], [-7.0209, 5.1200, 1.2496], [-5.5192, 4.7825, 2.1328], [-6.2893, 3.5095, 1.1884], [-4.9569, 2.2951, -0.3382], [-2.6221, 5.8313, 0.1497], [-1.0726, 6.3487, 1.4765], [0.6930, 6.2746, 1.5017], [-0.2585, 5.0090, 2.2925], [-0.9614, 6.4755, -1.1294], [-0.0665, 5.2292, -2.0056], [0.8033, 6.4069, -1.0079], [1.1332, 3.3196, 0.9782], [1.9383, 4.7316, 0.2596], [1.2453, 3.4603, -0.7667], [-1.7539, -2.2737, -1.3033], [-1.3851, -2.5854, 0.5198], [-2.0166, -1.3134, 1.7364], [-1.1066, -3.5285, 2.1129], [-0.9959, -4.3034, -0.1225], [-3.1751, -3.0809, 0.5182], [0.2631, -1.8304, 0.3016]],
  "charge": -1,
  "spin_multiplicity": 2,
  "e_tot_ha": -6605.3795
}

Entry 5:
{
  "formula": "CH2Cl3Cu",
  "method": "the ωB97M-V functional and the def2-TZVPD basis",
  "elements": ["Cu", "Cl", "C", "Cl", "Cl", "H", "H"],
  "coordinates": [[-1.8401, 6.0282, 4.7823], [-1.8931, 2.7204, 2.4164], [0.7715, -1.7549, -1.2576], [1.9893, -1.0904, -2.4055], [-0.4833, -2.5710, -2.1244], [1.2640, -2.4143, -0.5428], [0.1917, -0.9180, -0.8684]],
  "charge": 1,
  "spin_multiplicity": 2,
  "e_tot_ha": -3059.9250
}

Entry 6:
{
  "formula": "C10H16NS2",
  "method": "the ωB97M-V functional and the def2-TZVPD basis",
  "elements": ["C", "C", "C", "C", "C", "C", "C", "C", "C", "C", "N", "S", "S", "H", "H", "H", "H", "H", "H", "H", "H", "H", "H", "H", "H", "H", "H", "H", "H"],
  "coordinates": [[0.3778, -0.0593, -3.6413], [-0.5163, -1.1871, -3.7485], [0.3460, 0.5833, -2.4407], [-1.2239, -1.5902, -2.6540], [-0.4288, 0.2428, -1.3882], [0.4590, 2.3846, 1.5868], [0.0301, 1.0324, 2.0958], [1.1245, 0.1484, 2.5489], [1.7353, -0.6897, 1.5195], [-1.6935, -1.5096, -0.3490], [-1.1684, -0.8708, -1.4908], [-2.5762, -0.5247, 0.6991], [0.4668, -1.8129, 0.6984], [0.8942, 0.2371, -4.5107], [-0.7830, -1.4503, -4.7145], [0.8796, 1.5080, -2.2389], [-1.8420, -2.4569, -2.6189], [-0.5615, 0.8644, -0.5307], [1.0665, 2.1235, 0.7747], [1.1118, 2.9515, 2.3181], [-0.4520, 2.9922, 1.2862], [-0.6270, 1.1724, 2.9637], [-0.6507, 0.5286, 1.4103], [2.0357, 0.6859, 2.9192], [0.6480, -0.4691, 3.4331], [2.5024, -1.3248, 1.8773], [2.0457, -0.1017, 0.6154], [-2.9462, -1.3385, 1.6818], [-0.2539, -2.0696, 1.8980]],
  "charge": 1,
  "spin_multiplicity": 1,
  "e_tot_ha": -1241.3692
}

Entry 7:
{
  "formula": "C14H14IrNO5",
  "method": "the ωB97M-V functional and the def2-TZVPD basis",
  "elements": ["O", "C", "Ir", "O", "C", "C", "O", "C", "O", "C", "O", "H", "C", "N", "C", "C", "C", "C", "C", "C", "C", "C", "H", "H", "H", "H", "H", "H", "H", "H", "H", "H", "H", "H", "H"],
  "coordinates": [[1.1760, -2.8193, 0.9088], [0.6036, -1.8719, 0.5529], [-0.2606, 0.1215, -0.0209], [2.4190, 1.4232, 0.6668], [1.4503, 0.8686, 0.3681], [-2.4087, 0.3926, -0.5616], [-3.4265, -0.0444, -0.7918], [-0.7176, 0.1788, 1.8940], [-0.9494, -0.0439, 3.0162], [0.3091, -0.2895, -1.8787], [0.7691, -0.5406, -2.8951], [-0.4539, -1.6401, 0.0595], [-0.3878, 4.3406, 2.0577], [-1.1287, 3.0646, 2.3179], [-1.7211, 3.0482, 3.6887], [-2.2162, 2.7558, 1.2751], [-1.6343, 2.9914, -0.1029], [-2.1357, 4.0764, -0.8294], [-1.5137, 4.4549, -2.0270], [-0.3975, 3.7631, -2.5035], [0.0851, 2.6770, -1.7513], [-0.6727, 2.1874, -0.7023], [-1.1277, 5.1370, 1.9311], [0.2299, 4.2572, 1.1524], [0.2376, 4.5455, 2.9374], [-0.4254, 2.3076, 2.2486], [-2.5382, 3.7772, 3.7010], [-2.0786, 2.0404, 3.9091], [-0.9365, 3.3319, 4.3897], [-2.5606, 1.7174, 1.4473], [-3.0286, 3.4843, 1.4662], [-3.0129, 4.6245, -0.4384], [-1.8947, 5.3178, -2.5698], [0.1328, 4.0906, -3.4083], [0.9512, 2.1325, -2.1274]],
  "charge": 2,
  "spin_multiplicity": 5,
  "e_tot_ha": -1076.2561
}

Entry 8:
{
  "formula": "C4H7OPS",
  "method": "the ωB97M-V functional and the def2-TZVPD basis",
  "elements": ["C", "C", "C", "C", "O", "S", "P", "H", "H", "H", "H", "H", "H", "H"],
  "coordinates": [[0.5115, 1.8065, -0.7968], [0.7412, 0.9644, 0.0159], [0.4186, -0.2482, 0.7127], [0.1063, -0.2170, 2.2243], [-0.8601, -0.7686, 0.0515], [-1.6729, 0.2276, -1.0561], [-1.0088, -0.5456, -2.9543], [0.7601, 2.5002, -1.5008], [1.1195, -1.1748, 0.6972], [-0.2534, -1.1979, 2.5922], [-0.6039, 0.6727, 2.3240], [0.9252, -0.1567, 2.8474], [-0.4899, -1.7270, -2.3979], [0.3065, -0.1356, -2.7594]],
  "charge": 0,
  "spin_multiplicity": 1,
  "e_tot_ha": -971.2281
}